# 1
{
  "formula": "C6H10O",
  "method": "ωB97M-V/def2-TZVPD",
  "smiles": "CC(C)=C/C=C/O",
  "relative_energy_kcal_mol": 13.6,
  "homo_lumo_gap_ha": 0.32322,
  "molar_mass_g_mol": 98.1,
  "multiplicity": 1,
  "energy_ha": -309.82068,
  "lumo_energy_ev": 0.93,
  "homo_ev": -7.86,
  "elements": ["C", "C", "C", "C", "C", "C", "O", "H", "H", "H", "H", "H", "H", "H", "H", "H", "H"],
  "positions_angstrom": [[-1.579, 1.606, 0.937], [-0.568, 0.844, 0.137], [-0.162, 1.473, -1.169], [-0.126, -0.345, 0.543], [0.813, -1.210, -0.169], [1.194, -2.382, 0.333], [2.095, -3.234, -0.237], [-2.500, 1.769, 0.374], [-1.203, 2.595, 1.219], [-1.852, 1.078, 1.853], [-0.861, 1.197, -1.960], [-0.169, 2.562, -1.094], [0.842, 1.187, -1.476], [-0.471, -0.737, 1.497], [1.188, -0.884, -1.131], [0.776, -2.776, 1.250], [2.583, -2.742, -0.906]],
  "forces_ev_per_a": [[-0.059, 0.085, 0.292], [-0.139, 0.047, -0.125], [0.125, 0.093, 0.147], [0.215, -0.249, -0.003], [-0.189, 0.204, 0.212], [0.047, -0.086, -0.253], [-0.051, 0.134, 0.202], [-0.004, 0.019, -0.127], [0.001, -0.040, -0.051], [0.062, 0.002, -0.042], [-0.037, 0.004, -0.112], [-0.067, 0.000, 0.027], [-0.033, -0.072, -0.055], [-0.080, 0.063, -0.021], [0.139, -0.032, -0.026], [0.078, -0.063, 0.055], [-0.010, -0.109, -0.120]]
}



# 2
{
  "formula": "C27H21",
  "method": "ωB97M-V/def2-TZVPD",
  "homo_lumo_gap_ha": 0.18267,
  "charge": 1,
  "molar_mass_g_mol": 345.5,
  "multiplicity": 1,
  "energy_ha": -1041.19041,
  "lumo_energy_ev": -5.85,
  "homo_ev": -10.83,
  "elements": ["C", "C", "C", "C", "C", "C", "C", "C", "H", "H", "H", "H", "H", "H", "H", "H", "C", "C", "C", "C", "C", "C", "C", "C", "C", "C", "C", "C", "C", "C", "C", "C", "C", "C", "C", "H", "H", "H", "H", "H", "H", "H", "H", "H", "H", "H", "H", "H"],
  "positions_angstrom": [[0.377, -1.130, -1.347], [1.386, -0.254, -1.546], [2.776, -0.648, -1.720], [3.792, 0.333, -1.833], [5.130, -0.035, -1.971], [5.486, -1.393, -2.018], [4.487, -2.375, -1.962], [3.147, -2.010, -1.814], [-0.663, -0.848, -1.501], [0.588, -2.159, -1.055], [1.189, 0.825, -1.548], [3.511, 1.389, -1.810], [5.901, 0.733, -2.046], [6.533, -1.682, -2.116], [4.756, -3.430, -2.036], [2.372, -2.777, -1.783], [-1.338, 0.111, 0.631], [-1.974, -1.143, 0.962], [-2.629, -1.942, -0.005], [-3.406, -3.032, 0.383], [-3.544, -3.352, 1.740], [-2.865, -2.600, 2.706], [-2.073, -1.524, 2.324], [-0.332, 0.773, 1.437], [-0.271, 2.153, 1.042], [0.511, 3.063, 1.745], [1.184, 2.623, 2.891], [1.178, 1.260, 3.242], [0.463, 0.322, 2.490], [-1.214, 2.346, -0.054], [-1.865, 1.084, -0.304], [-2.899, 1.007, -1.238], [-3.281, 2.174, -1.908], [-2.650, 3.403, -1.658], [-1.587, 3.489, -0.749], [-2.512, -1.723, -1.067], [-3.918, -3.626, -0.376], [-4.176, -4.185, 2.044], [-2.961, -2.848, 3.764], [-1.573, -0.923, 3.081], [0.551, 4.099, 1.408], [1.714, 3.341, 3.520], [1.735, 0.937, 4.119], [0.515, -0.742, 2.716], [-3.402, 0.062, -1.426], [-4.093, 2.128, -2.631], [-2.999, 4.301, -2.167], [-1.057, 4.422, -0.556]],
  "forces_ev_per_a": [[0.362, 0.496, -0.003], [-0.805, -0.324, 0.231], [1.255, -0.228, 0.119], [-0.337, -0.457, 0.106], [-0.051, -0.369, 0.006], [-0.405, 0.269, -0.024], [-0.141, 0.267, 0.091], [0.290, 0.417, -0.016], [0.432, 0.032, 0.247], [-0.219, 0.149, -0.465], [-0.109, -0.313, -0.487], [0.112, -0.293, 0.029], [-0.230, -0.229, 0.026], [-0.305, 0.092, -0.003], [-0.079, 0.319, 0.037], [0.339, 0.160, -0.055], [-0.325, -0.219, 0.565], [-0.055, -0.383, 0.006], [-0.315, -0.179, 0.179], [0.198, 0.249, -0.095], [0.244, 0.302, 0.064], [-0.032, -0.106, -0.190], [-0.019, 0.055, -0.084], [0.372, 1.179, -0.029], [0.757, -0.591, 1.157], [-0.621, -0.261, -0.645], [0.033, -0.716, 0.128], [0.096, 0.426, -0.037], [-0.093, 0.033, -0.059], [-1.036, -0.375, -1.101], [0.346, 1.211, -0.255], [0.149, 0.141, 0.146], [0.074, 0.314, -0.019], [-0.191, -0.612, -0.144], [0.418, -0.457, 0.577], [-0.039, -0.131, 0.360], [0.214, 0.170, 0.262], [0.169, 0.198, -0.093], [0.025, 0.059, -0.317], [-0.318, -0.161, -0.175], [0.020, -0.210, 0.300], [-0.065, -0.268, -0.254], [-0.100, 0.051, -0.272], [0.066, 0.281, 0.081], [-0.040, 0.363, -0.023], [0.174, 0.035, 0.176], [0.122, -0.254, 0.061], [-0.335, -0.132, -0.107]]
}



# 3
{
  "formula": "C31H26Br5N6O12STi",
  "method": "ωB97M-V/def2-TZVPD",
  "relative_energy_kcal_mol": 33.7,
  "homo_lumo_gap_ha": [0.14646, 0.22461],
  "charge": -2,
  "molar_mass_g_mol": 1154.0,
  "multiplicity": 4,
  "s_squared": 3.79,
  "energy_ha": -16546.04548,
  "lumo_energy_ev": [3.37, 3.36],
  "homo_ev": [-0.62, -2.75],
  "elements": ["Ti", "O", "C", "C", "C", "N", "C", "Br", "C", "H", "H", "H", "H", "O", "C", "C", "C", "C", "C", "C", "C", "O", "N", "O", "O", "H", "H", "H", "H", "Br", "C", "C", "Br", "C", "Br", "C", "O", "C", "O", "C", "Br", "C", "C", "S", "O", "O", "C", "C", "N", "C", "N", "C", "C", "N", "O", "O", "C", "H", "H", "H", "H", "H", "H", "H", "H", "H", "H", "H", "H", "H", "O", "N", "C", "C", "C", "C", "C", "H", "H", "H", "H", "H"],
  "positions_angstrom": [[0.142, 0.393, 1.657], [4.683, -3.541, -4.051], [4.752, -2.508, -3.152], [4.766, -1.168, -3.541], [4.853, -0.209, -2.547], [4.921, -0.503, -1.249], [4.921, -1.769, -0.920], [5.154, -2.126, 0.934], [4.833, -2.832, -1.806], [4.663, -3.172, -4.946], [4.736, -0.878, -4.583], [4.900, 0.834, -2.789], [4.836, -3.856, -1.472], [-0.353, 0.189, 3.501], [-1.331, -0.555, 3.895], [-2.009, -1.517, 3.115], [-3.125, -2.159, 3.703], [-3.864, -3.098, 3.001], [-3.444, -3.448, 1.693], [-2.361, -2.836, 1.117], [-1.647, -1.844, 1.789], [-0.666, -1.212, 1.157], [-4.989, -3.668, 3.543], [-5.592, -4.547, 2.916], [-5.381, -3.277, 4.651], [-1.650, -0.410, 4.933], [-3.432, -1.917, 4.705], [-4.015, -4.198, 1.170], [-2.046, -3.093, 0.115], [4.759, 3.321, 5.714], [3.845, 2.069, 4.634], [4.061, 0.711, 4.774], [5.283, 0.048, 6.057], [3.392, -0.187, 3.955], [3.406, -2.060, 4.165], [2.524, 0.234, 2.965], [1.851, -0.540, 2.150], [2.243, 1.627, 2.887], [1.283, 1.977, 2.050], [2.912, 2.523, 3.692], [2.429, 4.348, 3.519], [-1.164, -2.516, -5.735], [-1.312, -1.240, -6.533], [-2.038, 0.102, -5.635], [-3.081, -0.432, -4.788], [-2.366, 1.132, -6.588], [-0.717, 0.647, -4.612], [-1.152, 1.777, -3.684], [-0.369, 1.729, -2.476], [-0.725, 1.059, -1.349], [0.239, 1.060, -0.473], [1.301, 1.741, -1.033], [0.939, 2.137, -2.301], [1.700, 2.712, -3.294], [2.879, 3.036, -3.001], [1.212, 2.838, -4.459], [-2.055, 0.433, -1.155], [-0.916, -3.339, -6.399], [-2.089, -2.751, -5.219], [-0.379, -2.434, -4.986], [-1.984, -1.357, -7.382], [-0.357, -0.863, -6.890], [0.107, 0.989, -5.236], [-0.420, -0.220, -4.026], [-2.204, 1.691, -3.411], [-0.975, 2.735, -4.182], [2.242, 1.870, -0.533], [-2.449, 0.031, -2.086], [-2.771, 1.154, -0.758], [-1.970, -0.383, -0.428], [-1.648, 1.510, 1.536], [-2.071, 2.109, 2.651], [-1.345, 3.142, 3.174], [-1.723, 3.689, 4.379], [-2.858, 3.193, 5.037], [-3.609, 2.162, 4.461], [-3.194, 1.621, 3.263], [-0.478, 3.440, 2.598], [-1.120, 4.487, 4.785], [-3.145, 3.596, 5.995], [-4.487, 1.752, 4.929], [-3.690, 0.815, 2.744]],
  "forces_ev_per_a": [[1.142, 1.817, -1.182], [0.012, 0.298, -0.154], [-0.002, -0.030, -0.035], [0.063, -0.257, 0.171], [0.021, -0.309, 0.080], [0.131, 0.246, -0.085], [0.174, -0.129, 0.251], [-0.146, -0.098, -0.116], [-0.068, 0.124, -0.182], [-0.025, -0.076, 0.288], [-0.063, 0.013, -0.069], [-0.210, 0.428, -0.151], [-0.001, -0.068, 0.009], [-0.254, -0.247, 1.336], [0.010, 0.156, 0.102], [-0.515, 0.265, 1.396], [0.039, 0.109, -0.041], [2.010, 0.505, -1.841], [-0.854, -0.288, 0.842], [0.005, -0.132, -0.201], [1.209, 0.603, -1.333], [-2.027, -2.479, 0.565], [-1.600, -0.793, 0.801], [-0.064, -0.059, -0.008], [0.068, -0.059, -0.115], [-0.059, -0.168, -0.061], [0.047, 0.143, 0.188], [-0.009, -0.039, -0.115], [0.011, 0.009, -0.048], [0.094, 0.045, 0.072], [0.019, 0.148, 0.103], [0.343, 0.184, 0.287], [0.070, -0.020, 0.091], [-0.366, -0.585, -0.364], [0.337, -0.239, 0.273], [-0.398, -0.075, -0.399], [0.804, 0.116, 0.234], [-0.559, 0.502, -0.554], [0.419, 0.384, 0.274], [0.127, -0.041, 0.193], [0.020, -0.019, 0.031], [0.024, -0.026, 0.170], [-0.030, -0.073, -0.158], [-0.020, 0.125, 0.275], [-0.156, -0.031, -0.068], [-0.096, 0.070, -0.157], [-0.081, -0.004, -0.024], [-0.144, 0.454, -0.192], [-0.148, -0.005, -0.017], [-0.634, -0.298, 0.057], [0.665, 0.111, 0.219], [0.098, 0.035, -0.284], [0.657, 0.059, 0.045], [-0.476, -0.399, 1.218], [1.274, 0.281, 0.235], [-0.504, 0.218, -1.491], [-0.213, -0.267, 0.107], [0.073, -0.121, -0.063], [-0.133, -0.042, 0.028], [0.055, 0.001, 0.022], [-0.005, -0.042, -0.093], [0.093, 0.045, -0.194], [0.110, 0.029, -0.005], [0.061, -0.088, 0.059], [0.063, -0.063, -0.007], [-0.108, -0.336, 0.164], [-0.033, 0.044, 0.009], [-0.051, -0.073, -0.085], [-0.056, 0.024, -0.011], [0.004, 0.300, -0.240], [-0.785, 0.726, 0.617], [0.073, -0.136, 0.034], [-0.632, -0.739, -0.338], [-0.598, -0.327, 0.092], [0.076, -0.271, -0.417], [0.672, 0.634, 0.013], [0.996, 0.448, -0.376], [0.024, -0.192, 0.028], [-0.008, 0.000, 0.086], [-0.057, 0.091, 0.114], [-0.105, -0.001, 0.143], [0.101, -0.045, -0.048]]
}



# 4
{
  "formula": "C24H31F6N7O8ReS3Si2",
  "method": "ωB97M-V/def2-TZVPD",
  "relative_energy_kcal_mol": 25.0,
  "homo_lumo_gap_ha": [0.25036, 0.21887],
  "molar_mass_g_mol": 998.1,
  "multiplicity": 4,
  "s_squared": 3.91,
  "energy_ha": -4369.35253,
  "lumo_energy_ev": [-1.12, -2.18],
  "homo_ev": [-7.93, -8.13],
  "elements": ["Re", "C", "Si", "C", "C", "N", "C", "C", "C", "C", "C", "C", "N", "Si", "C", "C", "C", "H", "H", "H", "H", "H", "H", "H", "H", "H", "H", "H", "H", "H", "H", "H", "H", "H", "H", "H", "H", "H", "H", "F", "C", "F", "F", "S", "O", "O", "N", "S", "O", "O", "C", "F", "F", "F", "N", "C", "C", "C", "C", "C", "C", "S", "O", "O", "N", "C", "N", "C", "C", "C", "N", "H", "H", "H", "H", "H", "H", "H", "H", "H", "O", "O"],
  "positions_angstrom": [[-0.761, 0.163, 0.196], [-1.106, -2.734, 3.655], [-2.215, -1.443, 2.834], [-3.341, -0.447, 3.993], [-3.433, -2.396, 1.762], [-1.104, -0.170, 2.134], [-0.341, 0.543, 3.005], [-0.231, 0.344, 4.396], [0.578, 1.152, 5.149], [1.288, 2.212, 4.556], [1.192, 2.449, 3.214], [0.402, 1.608, 2.399], [0.252, 1.701, 1.069], [0.795, 3.228, 0.229], [0.690, 3.308, -1.644], [2.638, 3.487, 0.641], [-0.203, 4.628, 1.021], [-1.696, -3.405, 4.284], [-0.305, -2.317, 4.262], [-0.643, -3.325, 2.867], [-3.972, -1.129, 4.568], [-4.000, 0.181, 3.389], [-2.821, 0.204, 4.694], [-3.732, -3.281, 2.329], [-3.001, -2.728, 0.825], [-4.337, -1.826, 1.545], [-0.776, -0.452, 4.877], [0.673, 0.976, 6.212], [1.919, 2.844, 5.166], [1.748, 3.257, 2.766], [1.046, 2.404, -2.130], [1.320, 4.132, -1.986], [-0.326, 3.490, -1.986], [3.084, 2.566, 1.014], [2.784, 4.272, 1.386], [3.187, 3.796, -0.252], [-1.255, 4.546, 0.752], [0.162, 5.589, 0.651], [-0.133, 4.633, 2.109], [-4.258, 0.403, 0.627], [-4.549, 0.189, -0.652], [-5.613, -0.611, -0.673], [-4.850, 1.326, -1.251], [-3.216, -0.718, -1.651], [-2.177, -1.228, -0.741], [-3.983, -1.726, -2.296], [-2.648, 0.356, -2.656], [-1.138, 0.342, -3.063], [-0.196, 0.218, -1.936], [-0.825, 1.352, -4.006], [-0.887, -1.244, -4.013], [-1.709, -1.245, -5.055], [0.368, -1.308, -4.448], [-1.134, -2.322, -3.272], [4.759, 0.690, -5.198], [4.103, 0.318, -4.052], [3.879, -1.035, -3.765], [3.303, -1.420, -2.573], [2.910, -0.458, -1.650], [3.125, 0.885, -1.923], [3.707, 1.276, -3.112], [2.380, -0.877, -0.003], [3.104, -2.044, 0.415], [2.553, 0.324, 0.772], [0.730, -1.219, 0.152], [0.366, -2.500, -0.254], [-0.613, -3.083, 0.439], [-0.988, -4.300, 0.078], [-0.390, -4.987, -0.963], [0.629, -4.309, -1.609], [0.999, -3.085, -1.272], [4.873, 0.016, -5.932], [4.758, 1.656, -5.466], [4.182, -1.781, -4.490], [3.169, -2.461, -2.342], [2.851, 1.615, -1.178], [3.880, 2.326, -3.314], [-1.788, -4.739, 0.666], [-0.696, -5.979, -1.259], [1.173, -4.754, -2.438], [-2.088, 1.395, -0.199], [-2.084, 2.682, -0.394]],
  "forces_ev_per_a": [[1.705, -0.534, 2.446], [-0.190, 0.265, -0.019], [-0.234, -0.339, 0.631], [0.299, -0.196, -0.108], [0.215, 0.374, -0.242], [-0.438, -0.403, -1.265], [0.424, 0.543, -0.064], [-0.031, -0.055, 0.174], [-0.054, -0.022, -0.049], [0.001, 0.093, -0.083], [0.076, 0.136, 0.067], [-0.281, -0.422, 0.458], [-0.290, -0.505, -1.188], [0.477, 0.919, 0.258], [-0.378, -0.357, 0.282], [-0.242, -0.081, -0.096], [0.096, -0.269, -0.252], [-0.059, 0.038, 0.002], [0.002, -0.059, -0.017], [-0.017, 0.001, -0.022], [-0.016, -0.028, -0.024], [-0.004, -0.022, -0.042], [-0.039, -0.012, -0.012], [0.061, 0.029, 0.136], [-0.047, -0.086, -0.010], [0.022, -0.019, 0.071], [0.063, 0.054, 0.020], [-0.029, -0.019, 0.004], [0.006, -0.009, 0.005], [-0.042, -0.074, 0.135], [0.019, -0.012, -0.085], [0.051, 0.049, 0.156], [-0.055, 0.009, -0.033], [0.083, 0.022, -0.004], [-0.027, 0.018, -0.027], [-0.035, -0.024, -0.044], [0.002, 0.024, 0.019], [0.060, -0.008, 0.001], [0.055, -0.022, -0.008], [0.171, -0.027, -0.212], [-0.375, 0.050, 0.066], [0.076, 0.101, -0.065], [0.119, -0.025, 0.089], [-0.918, -0.126, -0.797], [0.284, 0.289, 0.599], [0.170, -0.209, 0.010], [0.114, -0.248, 0.196], [0.063, -0.118, -0.965], [-0.356, 0.094, 0.613], [-0.129, 0.245, -0.002], [0.215, -0.146, -0.128], [0.000, 0.087, 0.076], [-0.100, 0.156, 0.122], [-0.095, 0.182, 0.119], [0.057, 0.002, 0.019], [-0.041, -0.032, 0.170], [0.015, 0.029, -0.077], [-0.047, 0.037, 0.040], [-0.200, -0.075, 0.260], [-0.069, -0.039, 0.021], [0.005, 0.014, -0.071], [0.431, -0.011, 0.722], [-0.281, -0.121, -0.293], [-0.056, -0.023, -0.175], [1.152, -0.223, -0.911], [0.069, -1.117, -0.131], [0.048, 0.415, 0.205], [0.016, -0.107, -0.031], [0.017, 0.080, 0.015], [0.023, -0.033, -0.041], [0.148, 0.444, -0.010], [-0.036, 0.023, -0.054], [-0.047, -0.003, -0.060], [0.020, -0.037, 0.053], [-0.052, -0.151, 0.034], [0.113, 0.036, -0.035], [-0.010, 0.009, 0.026], [-0.012, -0.030, -0.061], [-0.008, -0.013, 0.042], [-0.061, -0.028, 0.031], [-1.751, 1.793, -0.488], [0.105, -0.140, -0.088]]
}